Model a:
DFT (the ωB97M-V functional and the def2-TZVPD basis) results for C20H20N2O4S in the gas phase.

Properties
Spin multiplicity: 1
Kohn-Sham gap, eV: 9.395
E_LUMO, eV: 0.59
Total charge: 0

Positions of all 47 atoms, in Å:
C (-2.41, -0.13, -0.79)
C (-1.63, 0.07, 0.47)
C (-0.57, -0.77, 0.78)
C (0.17, -0.61, 1.94)
C (-0.13, 0.43, 2.81)
C (-1.19, 1.27, 2.52)
C (-1.95, 1.10, 1.37)
C (-3.09, 2.02, 1.12)
S (-2.64, 3.38, -0.04)
O (-3.25, 4.59, 0.46)
O (-2.98, 2.98, -1.38)
C (-0.80, 3.64, 0.05)
C (-0.11, 2.83, -0.96)
C (-0.18, 2.88, -2.33)
C (0.64, 1.83, -2.80)
C (1.15, 1.22, -1.69)
C (2.09, 0.08, -1.62)
O (2.51, -0.47, -2.62)
N (2.47, -0.25, -0.36)
C (3.30, -1.40, -0.10)
C (2.47, -2.65, 0.05)
C (1.91, -3.28, -1.06)
C (1.12, -4.40, -0.86)
C (0.93, -4.86, 0.44)
C (1.53, -4.16, 1.48)
N (2.28, -3.09, 1.29)
O (0.69, 1.82, -0.57)
H (-3.40, -0.52, -0.55)
H (-1.91, -0.84, -1.43)
H (-2.54, 0.81, -1.33)
H (-0.32, -1.58, 0.10)
H (0.98, -1.29, 2.16)
H (0.45, 0.57, 3.71)
H (-1.44, 2.06, 3.21)
H (-3.94, 1.54, 0.65)
H (-3.40, 2.54, 2.02)
H (-0.49, 3.40, 1.06)
H (-0.71, 4.71, -0.14)
H (-0.76, 3.57, -2.91)
H (0.83, 1.56, -3.82)
H (1.97, 0.16, 0.41)
H (3.87, -1.23, 0.81)
H (3.97, -1.51, -0.96)
H (2.09, -2.88, -2.04)
H (0.67, -4.91, -1.69)
H (0.33, -5.73, 0.64)
H (1.41, -4.48, 2.51)

These are the Mulliken partial charges, in e, on atoms 1 to 8: number 1, C, carries -1.897; number 2, C, carries 0.618; number 3, C, carries 0.147; number 4, C, carries -0.601; number 5, C, carries -0.890; number 6, C, carries -0.482; number 7, C, carries 0.822; number 8, C, carries -1.431

Model b:
DFT (the ωB97M-V functional and the def2-TZVPD basis) results for C20H20N2O4S in the gas phase.

Properties
Spin multiplicity: 1
Kohn-Sham gap, eV: 8.500
E_LUMO, eV: 0.64
Total charge: 0

Positions of all 47 atoms, in Å:
C (-6.44, 1.96, -1.55)
O (-5.06, 1.78, -1.78)
C (-4.35, 1.02, -0.89)
C (-2.99, 0.86, -1.18)
C (-2.19, 0.11, -0.35)
C (-2.71, -0.49, 0.79)
C (-1.83, -1.33, 1.69)
C (-2.07, -2.76, 1.27)
O (-2.98, -3.45, 1.68)
N (-1.25, -3.27, 0.28)
C (-0.09, -2.79, -0.26)
N (0.61, -1.81, 0.15)
C (1.74, -1.61, -0.59)
C (2.68, -0.55, -0.26)
C (4.03, -0.72, -0.53)
C (4.97, 0.26, -0.22)
O (6.26, -0.03, -0.53)
C (7.25, 0.92, -0.23)
C (4.53, 1.44, 0.38)
C (3.18, 1.62, 0.65)
C (2.24, 0.65, 0.34)
O (0.91, 0.79, 0.55)
C (0.43, 1.97, 1.16)
C (1.89, -2.50, -1.62)
S (0.59, -3.62, -1.67)
C (-4.06, -0.34, 1.07)
C (-4.88, 0.41, 0.24)
H (-6.62, 2.47, -0.60)
H (-6.98, 1.01, -1.56)
H (-6.79, 2.58, -2.37)
H (-2.60, 1.34, -2.06)
H (-1.14, 0.00, -0.57)
H (-2.15, -1.23, 2.73)
H (-0.79, -1.06, 1.58)
H (-1.55, -4.18, -0.06)
H (4.38, -1.64, -0.96)
H (8.19, 0.48, -0.55)
H (7.30, 1.12, 0.85)
H (7.09, 1.86, -0.77)
H (5.22, 2.22, 0.64)
H (2.88, 2.55, 1.11)
H (-0.65, 1.85, 1.23)
H (0.85, 2.10, 2.16)
H (0.66, 2.85, 0.55)
H (2.67, -2.55, -2.35)
H (-4.48, -0.82, 1.94)
H (-5.93, 0.50, 0.49)

These are the Mulliken partial charges, in e, on atoms 1 to 8: number 1, C, carries -0.865; number 2, O, carries -0.442; number 3, C, carries 0.850; number 4, C, carries -0.839; number 5, C, carries 0.209; number 6, C, carries 0.095; number 7, C, carries -1.034; number 8, C, carries 0.237

Most stable: model a

Model a:
DFT (the ωB97M-V functional and the def2-TZVPD basis) results for C19H21N3O in the gas phase.

Properties
Spin multiplicity: 1
Kohn-Sham gap, eV: 8.492
E_LUMO, eV: 0.56
Total charge: 0

Positions of all 44 atoms, in Å:
C (0.86, 1.09, -1.59)
N (0.66, 0.65, -0.23)
C (1.32, -0.58, 0.17)
C (2.82, -0.45, 0.14)
C (3.63, -1.43, -0.42)
C (5.00, -1.25, -0.42)
C (5.51, -0.09, 0.14)
N (4.75, 0.85, 0.68)
C (3.45, 0.67, 0.69)
C (-0.09, 1.31, 0.70)
O (-0.15, 0.92, 1.85)
C (-0.83, 2.56, 0.26)
C (-2.24, 2.56, 0.86)
C (-3.24, 1.82, -0.03)
C (-2.74, 0.50, -0.52)
C (-2.49, 0.17, -1.82)
N (-2.01, -1.11, -1.91)
C (-1.95, -1.64, -0.65)
C (-1.53, -2.89, -0.22)
C (-1.58, -3.15, 1.13)
C (-2.04, -2.19, 2.04)
C (-2.46, -0.95, 1.62)
C (-2.41, -0.65, 0.25)
H (1.61, 0.45, -2.05)
H (-0.06, 1.04, -2.17)
H (1.24, 2.12, -1.62)
H (0.98, -0.79, 1.18)
H (0.99, -1.39, -0.49)
H (3.19, -2.31, -0.86)
H (5.66, -1.99, -0.85)
H (6.58, 0.10, 0.17)
H (2.86, 1.45, 1.15)
H (-0.26, 3.41, 0.65)
H (-0.88, 2.66, -0.82)
H (-2.59, 3.58, 1.00)
H (-2.18, 2.08, 1.84)
H (-3.48, 2.44, -0.90)
H (-4.17, 1.67, 0.53)
H (-2.62, 0.76, -2.71)
H (-1.79, -1.60, -2.76)
H (-1.18, -3.63, -0.93)
H (-1.25, -4.11, 1.50)
H (-2.06, -2.43, 3.09)
H (-2.81, -0.22, 2.33)

These are the Mulliken partial charges, in e, on atoms 1 to 8: number 1, C, carries -1.159; number 2, N, carries 0.490; number 3, C, carries -1.030; number 4, C, carries 0.666; number 5, C, carries -0.366; number 6, C, carries -0.453; number 7, C, carries -0.319; number 8, N, carries -0.633

Model b:
DFT (the ωB97M-V functional and the def2-TZVPD basis) results for C19H21N3O in the gas phase.

Properties
Spin multiplicity: 1
Kohn-Sham gap, eV: 7.671
E_LUMO, eV: 0.52
Total charge: 0

Positions of all 44 atoms, in Å:
C (2.00, -2.07, -2.06)
C (1.90, -1.00, -1.07)
C (3.12, -0.44, -0.60)
C (3.04, 0.74, 0.21)
C (1.76, 1.11, 0.69)
C (0.53, 0.48, 0.33)
C (-0.80, 0.83, 1.01)
C (-1.56, 1.67, -0.01)
C (-1.87, 1.13, -1.31)
N (-1.43, 1.59, -2.50)
C (-1.74, 0.62, -3.53)
C (-2.54, -0.41, -2.86)
N (-2.45, -0.01, -1.55)
C (-1.45, -0.33, 1.68)
C (-1.08, -0.50, 2.97)
C (-1.56, -1.56, 3.71)
C (-2.41, -2.43, 3.08)
C (-2.85, -2.19, 1.80)
N (-2.37, -1.21, 1.05)
C (0.69, -0.62, -0.57)
O (1.77, 2.39, 1.35)
C (3.14, 2.83, 1.35)
C (3.98, 1.61, 0.88)
H (1.04, -2.40, -2.55)
H (2.34, -2.98, -1.53)
H (2.75, -1.91, -2.79)
H (4.08, -0.82, -0.80)
H (-0.56, 1.41, 1.82)
H (-2.50, 2.00, 0.40)
H (-1.03, 2.60, -0.19)
H (-0.83, 0.28, -3.94)
H (-2.36, 1.09, -4.29)
H (-3.59, -0.47, -3.35)
H (-2.11, -1.42, -3.07)
H (-2.61, -0.62, -0.72)
H (-0.40, 0.24, 3.44)
H (-1.19, -1.78, 4.72)
H (-2.88, -3.24, 3.53)
H (-3.61, -2.77, 1.38)
H (-0.19, -1.11, -1.01)
H (3.44, 3.03, 2.38)
H (3.11, 3.70, 0.72)
H (4.72, 1.96, 0.20)
H (4.55, 1.03, 1.60)

These are the Mulliken partial charges, in e, on atoms 1 to 8: number 1, C, carries -1.863; number 2, C, carries 1.111; number 3, C, carries -1.085; number 4, C, carries 0.524; number 5, C, carries 0.085; number 6, C, carries -0.053; number 7, C, carries -0.110; number 8, C, carries -1.200

Most stable: model a

Model a:
DFT (the ωB97M-V functional and the def2-TZVPD basis) results for 5 unconnected molecules or ions with the total composition C2H12O5.

Properties
Spin multiplicity: 1
Kohn-Sham gap, eV: 9.750
E_LUMO, eV: 0.63
Total charge: 0

Positions of all 19 atoms, in Å:
C (2.30, -1.15, 0.31)
C (3.33, -0.35, 0.05)
O (3.51, 0.88, 0.62)
H (2.33, -2.16, -0.04)
H (1.48, -0.78, 0.91)
H (4.15, -0.75, -0.51)
H (2.99, 0.89, 1.44)
O (0.94, 3.08, 0.88)
H (0.65, 2.74, 1.75)
H (1.90, 3.13, 1.02)
O (-2.78, 3.10, -0.96)
H (-2.06, 3.28, -1.58)
H (-3.09, 4.01, -0.87)
O (-3.30, -3.51, -1.76)
H (-3.08, -4.44, -1.89)
H (-3.43, -3.14, -2.64)
O (-1.72, -1.62, 1.41)
H (-1.70, -2.21, 0.65)
H (-2.41, -0.98, 1.20)

These are the Mulliken partial charges, in e, on atoms 1 to 8: number 1, C, carries -0.801; number 2, C, carries 0.258; number 3, O, carries -0.462; number 4, H, carries 0.207; number 5, H, carries 0.231; number 6, H, carries 0.304; number 7, H, carries 0.268; number 8, O, carries -0.632

Model b:
DFT (the ωB97M-V functional and the def2-TZVPD basis) results for 5 unconnected molecules or ions with the total composition C2H12O5.

Properties
Spin multiplicity: 1
Kohn-Sham gap, eV: 3.892
E_LUMO, eV: -4.59
Total charge: 0

Positions of all 19 atoms, in Å:
O (-0.52, -1.11, -0.77)
C (-1.88, -1.11, -0.17)
C (-2.08, 0.18, 0.45)
H (-1.79, -1.89, 0.58)
H (-2.49, 1.02, -0.08)
H (-1.85, 0.12, 1.51)
H (-2.58, -1.37, -0.97)
H (1.18, 0.50, 1.50)
H (-0.27, 0.77, 1.20)
O (0.51, 1.23, 1.40)
H (2.12, -0.97, -1.89)
H (-0.34, -0.21, -1.14)
O (1.68, -0.32, -1.30)
H (0.76, 1.23, -1.39)
H (0.37, 2.01, -0.16)
O (0.16, 1.97, -1.09)
H (2.98, -0.74, 1.56)
H (1.88, -0.65, -0.30)
O (2.19, -0.64, 1.06)

These are the Mulliken partial charges, in e, on atoms 1 to 8: number 1, O, carries -0.308; number 2, C, carries -0.204; number 3, C, carries -0.422; number 4, H, carries 0.279; number 5, H, carries 0.318; number 6, H, carries 0.458; number 7, H, carries 0.294; number 8, H, carries 0.427

Most stable: model a